No. 1
# C51H97IN3O13S

A structure of composition C51H97IN3O13S at a distorted geometry (wB97M-V/def2-TZVPD, OMol25).

Geometry as ORCA input:
```
! wB97M-V def2-TZVPD RIJCOSX def2/J DEFGRID3
* xyz 1 1
C 0.347 0.091 0.046
C 1.913 0.071 -0.308
N 2.504 1.384 -0.699
C 3.329 1.343 -1.900
N 2.807 1.980 -3.107
I 3.626 3.885 -3.267
C 1.320 2.095 -3.157
C 0.558 0.708 -3.528
C -0.946 0.981 -4.109
C -2.076 0.097 -3.397
C -2.582 0.644 -1.972
C -2.287 2.195 -1.692
C -3.044 2.624 -0.333
C -2.239 2.288 1.010
O -1.028 3.073 1.183
C -0.227 2.590 2.291
N 4.569 0.803 -1.926
C 5.456 0.778 -3.133
C 5.626 -0.734 -3.696
C 7.056 -1.384 -3.719
C 7.324 -2.845 -4.198
C 6.144 -3.729 -4.691
C 6.442 -5.233 -5.131
C 4.728 -3.062 -4.683
C 4.454 -1.610 -4.207
S 5.299 0.057 -0.493
C 5.325 1.198 0.978
O 6.766 -0.261 -0.769
O 4.681 -1.300 -0.192
H 0.108 -0.067 1.153
H -0.163 -0.697 -0.627
H -0.063 1.105 -0.279
H 2.472 -0.366 0.605
H 2.060 -0.660 -1.187
H 2.905 1.927 0.072
H 0.842 2.632 -2.257
H 1.091 2.787 -4.058
H 1.189 0.224 -4.365
H 0.537 -0.041 -2.669
H -1.191 2.101 -4.181
H -0.892 0.613 -5.206
H -2.975 -0.128 -4.087
H -1.596 -0.940 -3.198
H -3.736 0.534 -1.970
H -2.220 0.038 -1.068
H -2.750 2.851 -2.526
H -1.183 2.480 -1.644
H -4.031 2.024 -0.275
H -3.313 3.740 -0.288
H -2.069 1.155 1.070
H -2.936 2.552 1.893
H -0.713 1.642 2.713
H -0.004 3.388 3.075
H 0.795 2.248 1.860
H 5.090 1.393 -4.016
H 6.529 1.151 -2.915
H 7.987 -0.820 -3.340
H 8.390 -3.274 -4.174
H 5.684 -5.959 -4.667
H 6.525 -5.354 -6.262
H 7.465 -5.531 -4.682
H 3.835 -3.688 -5.028
H 3.410 -1.125 -4.198
H 6.301 1.086 1.561
H 4.440 1.005 1.692
H 5.276 2.271 0.549
C -6.596 -1.316 -1.059
C -6.602 -0.337 -2.202
O -5.751 0.532 -2.294
C -7.697 -0.471 -3.225
H -5.751 -1.099 -0.401
H -7.519 -1.223 -0.485
H -6.489 -2.333 -1.442
H -8.670 -0.341 -2.748
H -7.639 -1.451 -3.705
H -7.575 0.300 -3.989
C 0.182 2.712 6.812
C 0.838 1.555 6.109
O 0.532 1.251 4.967
C 1.886 0.788 6.868
H -0.552 3.172 6.146
H -0.331 2.358 7.708
H 0.933 3.460 7.076
H 1.447 0.349 7.767
H 2.712 1.451 7.134
H 2.273 -0.017 6.238
C -0.864 -0.031 -9.718
C -0.628 0.511 -8.335
O -0.404 -0.231 -7.394
C -0.681 2.005 -8.158
H -0.797 -1.121 -9.696
H -1.862 0.251 -10.062
H -0.104 0.353 -10.402
H -1.669 2.378 -8.433
H 0.087 2.480 -8.773
H -0.493 2.253 -7.110
C 10.218 2.572 -4.215
C 9.613 2.411 -5.585
O 9.563 3.341 -6.366
C 9.071 1.053 -5.948
H 10.566 3.600 -4.091
H 9.468 2.362 -3.449
H 11.071 1.898 -4.104
H 8.270 0.776 -5.260
H 9.873 0.312 -5.914
H 8.666 1.085 -6.962
C -4.585 0.570 6.280
C -3.092 0.380 6.261
O -2.421 0.536 7.265
C -2.459 -0.011 4.952
H -4.902 0.849 7.287
H -4.867 1.369 5.590
H -5.083 -0.362 6.003
H -2.646 0.762 4.204
H -2.861 -0.970 4.616
H -1.380 -0.113 5.089
C 6.795 -1.049 4.269
C 7.147 0.273 4.896
O 6.283 1.057 5.246
C 8.608 0.590 5.074
H 5.708 -1.141 4.204
H 7.212 -1.104 3.261
H 7.179 -1.866 4.883
H 9.106 0.606 4.102
H 9.073 -0.154 5.724
H 8.712 1.573 5.537
C -8.445 -0.726 3.493
C -7.787 -1.876 2.780
O -8.090 -2.170 1.637
C -6.738 -2.650 3.534
H -9.179 -0.261 2.831
H -8.960 -1.088 4.385
H -7.696 0.020 3.765
H -7.178 -3.097 4.428
H -5.914 -1.988 3.808
H -6.350 -3.448 2.897
C -11.070 1.379 7.705
C -9.948 1.049 6.758
O -9.684 -0.104 6.468
C -9.166 2.200 6.182
H -11.545 0.454 8.040
H -10.677 1.907 8.577
H -11.818 1.992 7.197
H -8.689 2.764 6.986
H -9.829 2.849 5.606
H -8.390 1.814 5.517
C 3.002 -2.787 9.331
C 1.598 -2.269 9.498
O 1.382 -1.100 9.760
C 0.471 -3.253 9.330
H 3.710 -1.968 9.481
H 3.203 -3.563 10.073
H 3.134 -3.184 8.323
H 0.560 -4.050 10.071
H 0.491 -3.672 8.321
H -0.482 -2.741 9.478
C -3.326 -2.447 -7.484
C -3.912 -2.620 -8.860
O -3.940 -1.699 -9.656
C -4.462 -3.976 -9.214
H -2.968 -1.422 -7.368
H -4.090 -2.639 -6.728
H -2.483 -3.129 -7.350
H -5.277 -4.236 -8.535
H -3.669 -4.725 -9.158
H -4.851 -3.954 -10.234
*
```

Its largest force on an atom is 0.17616 Eh/bohr. The calculation puts the HOMO energy at -10.89 eV. For the HOMO-LUMO gap, the calculation gives 6.088 eV. The total energy comes out at -3839.08603 Eh.

***

No. 2
# C51H97InN5O9

A structure of composition C51H97InN5O9 at a distorted geometry (wB97M-V/def2-TZVPD, OMol25).

Geometry as ORCA input:
```
! wB97M-V def2-TZVPD RIJCOSX def2/J DEFGRID3
* xyz 1 1
In -3.951 -0.283 0.441
C 0.431 -1.640 -0.255
C -0.741 -0.851 -0.552
C -0.599 0.621 -0.280
O -1.572 1.240 0.141
C 0.699 1.228 -0.136
C 1.873 0.419 0.048
C 1.743 -1.075 -0.033
O 2.705 -1.773 0.081
O 2.933 0.955 0.216
O -1.805 -1.332 -0.911
H 0.451 -2.709 -0.451
H 0.691 2.311 -0.118
C 0.864 8.796 3.500
C 1.302 8.426 2.092
C 2.589 7.618 2.093
C 2.974 6.936 0.781
C 1.818 6.017 0.438
C 0.487 6.766 0.312
N 0.248 7.587 1.471
O -1.050 8.113 1.502
C 0.440 7.473 -1.066
C -0.608 5.691 0.239
C 1.434 9.661 1.200
H 1.677 9.356 3.963
H 0.838 7.867 4.080
H -0.115 9.259 3.504
H 3.384 8.340 2.318
H 2.601 6.899 2.915
H 3.815 6.302 1.069
H 3.218 7.625 -0.021
H 1.657 5.222 1.183
H 1.964 5.374 -0.440
H 0.270 6.800 -1.904
H -0.360 8.219 -1.032
H 1.352 8.048 -1.233
H -1.573 5.980 -0.171
H -0.261 4.883 -0.415
H -0.703 5.207 1.219
H 2.001 10.451 1.723
H 0.517 10.215 0.987
H 1.973 9.536 0.262
H -1.552 7.498 2.047
C -5.431 1.857 -4.167
C -4.152 1.611 -3.311
C -2.936 2.173 -4.037
C -2.668 3.652 -3.766
C -2.851 4.064 -2.291
C -4.188 3.640 -1.696
N -4.284 2.177 -1.947
O -5.450 1.658 -1.325
C -4.093 3.833 -0.195
C -5.285 4.480 -2.316
C -3.908 0.115 -3.189
H -5.952 0.926 -4.392
H -5.227 2.369 -5.104
H -6.159 2.450 -3.617
H -1.987 1.646 -3.887
H -3.069 2.159 -5.121
H -3.396 4.256 -4.324
H -1.695 3.999 -4.115
H -2.737 5.151 -2.301
H -1.929 3.679 -1.840
H -5.056 3.651 0.296
H -3.403 3.104 0.216
H -3.789 4.823 0.145
H -6.268 4.006 -2.170
H -5.430 5.477 -1.899
H -5.277 4.628 -3.397
H -4.695 -0.472 -2.707
H -2.986 -0.095 -2.637
H -3.726 -0.343 -4.164
H -6.193 2.103 -1.766
C -1.454 -2.875 4.913
C -0.982 -2.858 3.425
C 0.122 -3.902 3.257
C -0.436 -5.332 3.172
C -1.505 -5.491 2.121
C -2.591 -4.416 2.145
N -2.026 -3.122 2.470
O -3.056 -2.123 2.557
C -3.297 -4.440 0.799
C -3.676 -4.801 3.173
C -0.308 -1.501 3.300
H -0.678 -2.432 5.546
H -1.451 -3.874 5.357
H -2.352 -2.285 5.083
H 0.723 -3.673 2.372
H 0.746 -3.907 4.151
H -0.902 -5.459 4.160
H 0.391 -6.040 3.176
H -1.990 -6.460 2.282
H -1.082 -5.615 1.120
H -3.860 -5.337 0.566
H -3.897 -3.543 0.609
H -2.574 -4.296 -0.015
H -4.634 -4.275 3.124
H -4.046 -5.820 2.998
H -3.318 -4.900 4.202
H -1.045 -0.690 3.266
H 0.134 -1.391 2.292
H 0.497 -1.292 3.995
H -3.559 -2.468 3.315
C 7.272 -2.900 3.517
C 5.924 -2.408 2.907
C 4.857 -2.533 3.978
C 4.892 -1.413 5.015
C 5.004 -0.069 4.299
C 6.109 0.108 3.256
N 6.139 -1.051 2.369
O 7.220 -0.998 1.488
C 5.762 1.343 2.439
C 7.404 0.327 4.083
C 5.602 -3.323 1.728
H 7.696 -2.197 4.240
H 7.978 -3.140 2.727
H 7.116 -3.711 4.236
H 3.887 -2.471 3.462
H 4.845 -3.499 4.481
H 5.687 -1.616 5.738
H 3.933 -1.384 5.535
H 4.938 0.795 4.961
H 4.042 -0.088 3.757
H 6.192 1.318 1.436
H 4.683 1.476 2.339
H 6.130 2.291 2.846
H 7.481 1.384 4.356
H 7.384 -0.103 5.086
H 8.280 0.055 3.497
H 6.063 -4.305 1.849
H 6.075 -2.954 0.814
H 4.543 -3.333 1.471
H 7.997 -1.211 2.031
C -1.537 -3.158 -6.388
C -1.705 -4.498 -5.682
C -0.705 -5.465 -6.336
C -0.531 -6.773 -5.586
C 0.005 -6.454 -4.188
C -0.956 -5.540 -3.422
N -1.393 -4.454 -4.281
O -2.263 -3.579 -3.585
C -2.108 -6.322 -2.773
C -0.096 -4.891 -2.302
C -3.123 -5.078 -6.020
H -2.010 -3.188 -7.364
H -2.042 -2.343 -5.857
H -0.478 -2.896 -6.377
H -1.000 -5.677 -7.364
H 0.273 -4.974 -6.296
H -1.364 -7.469 -5.460
H 0.211 -7.356 -6.142
H 1.064 -6.195 -4.251
H 0.047 -7.399 -3.633
H -2.863 -6.455 -3.553
H -2.548 -5.757 -1.961
H -1.850 -7.312 -2.398
H -0.743 -4.653 -1.444
H 0.273 -3.912 -2.618
H 0.690 -5.499 -1.853
H -3.631 -4.552 -6.827
H -3.063 -6.118 -6.338
H -3.719 -4.981 -5.111
H -1.700 -2.876 -3.241
*
```

For the relative energy (zero: lowest compared OMol25 entry of this formula, charge and spin), the calculation gives 0.00 kcal/mol. Its largest force on an atom is 0.05392 Eh/bohr. The calculation puts the HOMO energy at -9.61 eV. For the HOMO-LUMO gap, the calculation gives 2.221 eV. The total energy comes out at -3141.85235 Eh.